(1)
The following is a quantum chemistry calculation of a single C5H11NO2 molecule in a non-equilibrium geometry, from the Open Molecules 2025 dataset.

CARTESIAN COORDINATES (ANGSTROEM)
1 C -0.97 0.36 -0.18
2 N -1.27 0.01 1.23
3 C -2.33 -0.70 1.62
4 O -3.22 -0.93 0.65
5 O -2.49 -1.08 2.77
6 C 0.34 0.96 -0.56
7 C 1.57 0.20 -0.17
8 C 2.73 -0.04 -1.21
9 H -1.79 1.13 -0.47
10 H -1.11 -0.55 -0.77
11 H -0.38 -0.03 1.70
12 H -3.97 -1.41 1.03
13 H 0.34 0.79 -1.67
14 H 0.34 2.02 -0.36
15 H 1.30 -0.90 -0.09
16 H 1.81 0.35 0.88
17 H 2.56 -0.86 -1.94
18 H 3.70 -0.27 -0.77
19 H 2.84 0.93 -1.71

Properties
Frontier orbital gap, eV: 10.47
F_max, Eh/bohr: 0.0842
SMILES: CCCCNC(=O)O
HOMO energy, eV: -9.716
E_tot, eV: -10948.316

(2)
The following is a quantum chemistry calculation of a single C5H11NO2 molecule in a non-equilibrium geometry, from the Open Molecules 2025 dataset.

CARTESIAN COORDINATES (ANGSTROEM)
1 C -0.24 -1.14 0.66
2 C -1.06 -0.59 -0.53
3 C 1.09 -0.16 0.79
4 C 2.07 -0.30 -0.37
5 C -1.37 0.85 -0.18
6 N -1.13 1.78 -1.12
7 O -0.97 -1.12 1.82
8 O -1.84 1.15 0.93
9 H -1.47 -0.17 1.81
10 H 0.14 -2.14 0.46
11 H -1.31 2.75 -0.89
12 H -0.75 1.55 -2.02
13 H -0.52 -0.67 -1.47
14 H -2.00 -1.15 -0.59
15 H 0.85 0.88 0.98
16 H 1.56 -0.53 1.71
17 H 3.02 0.19 -0.13
18 H 1.68 0.17 -1.27
19 H 2.27 -1.34 -0.58

Properties
Frontier orbital gap, eV: 9.96
F_max, Eh/bohr: 0.0596
SMILES: CC[C@@H](O)CC(N)=O
HOMO energy, eV: -9.270
E_tot, eV: -10948.803

(3)
The following is a quantum chemistry calculation of a molecular structure, C5H11NO2, from the Open Molecules 2025 dataset.

CARTESIAN COORDINATES (ANGSTROEM)
1 C 0.79 0.96 1.78
2 N -0.24 0.56 2.50
3 O 1.04 -0.39 0.34
4 H 1.12 -1.24 0.79
5 H -1.03 0.19 1.82
6 H -0.04 -0.03 3.30
7 H 1.78 0.98 2.22
8 H 0.58 1.66 0.98
9 C -0.45 -1.79 -1.20
10 C -0.59 -0.51 -0.38
11 C -0.62 0.74 -1.23
12 C 0.39 1.35 -1.83
13 O -1.46 -0.55 0.58
14 H -1.63 1.14 -1.32
15 H -1.32 -1.87 -1.86
16 H 0.45 -1.77 -1.81
17 H -0.44 -2.65 -0.53
18 H 0.24 2.25 -2.40
19 H 1.40 0.96 -1.75

Properties
Frontier orbital gap, eV: 9.60
F_max, Eh/bohr: 0.0136
HOMO energy, eV: -8.836
E_tot, eV: -10945.706